Density functional theory data (the ωB97M-V functional and the def2-TZVPD basis) for a molecular structure, C33H57BrO23P2S at a distorted geometry.

The geometry in XYZ format:
```
117
Properties=species:S:1:pos:R:3:mulliken_charge:R:1
C 0.89 2.91 3.90 -1.619
C -2.81 3.95 -1.65 -0.736
O -7.86 1.91 3.35 -0.354
H 4.72 4.23 1.03 0.203
H -4.35 0.84 2.73 0.516
H 2.40 -6.53 -4.27 0.330
C 0.58 2.91 2.41 0.239
O 1.58 -0.91 0.86 -0.226
H -6.82 4.59 4.19 0.396
C -3.56 -1.24 3.98 -1.897
C 4.92 4.59 2.04 -0.521
O 1.86 -0.98 -4.58 -0.268
H 3.71 -1.22 4.49 0.108
H -2.09 4.71 -1.98 0.362
H -3.03 -2.16 3.77 0.361
C 4.05 -5.46 -6.15 0.548
H -8.75 4.55 1.71 0.312
P 4.63 -1.10 3.45 0.231
O 3.80 -0.80 2.03 -0.250
Br 2.17 2.47 0.11 -0.186
C 5.89 5.75 2.06 0.586
O 4.08 -4.78 -7.12 -0.516
H -3.94 -1.27 4.99 0.430
C -2.89 -4.29 -1.72 0.543
H -2.57 0.54 4.76 0.925
C 1.19 1.72 1.63 0.919
C 0.54 -1.05 -4.85 0.579
H 4.56 -9.09 -3.73 0.353
H -5.69 4.39 2.87 0.308
C -7.42 3.12 2.70 0.584
H -0.26 1.71 -1.90 0.166
H -0.65 -0.35 5.36 0.468
H 1.77 -0.84 -7.29 0.231
H -4.40 -1.19 3.30 0.391
H 0.56 3.86 4.29 0.555
O 4.38 -6.78 -6.12 -0.377
O -0.32 -0.67 -4.12 -0.488
C 4.04 -8.66 -4.59 -1.358
C 0.17 -2.54 -1.22 -0.447
O 5.00 6.84 1.76 -0.388
H 2.00 -3.85 -7.15 0.025
H 2.97 -8.78 -4.42 0.330
C -2.68 0.01 3.83 0.489
C 3.44 -6.22 -4.13 -0.677
H -0.72 -0.71 1.27 -0.222
H -0.27 -1.58 -1.00 -0.012
O 3.66 -5.04 -4.92 -0.190
H 0.64 -3.18 -8.03 0.361
H 0.53 -2.50 -2.25 -0.092
H -5.80 3.16 4.13 0.280
H 0.37 1.12 1.27 -0.289
H 1.94 2.84 4.13 0.290
H -0.43 -1.85 4.53 0.426
O 1.00 -0.39 4.22 -0.091
C -1.27 -0.29 3.32 2.485
O -9.76 0.70 3.24 -0.529
H 3.62 -6.02 -3.07 0.302
C 2.53 -1.84 -5.53 -0.151
C -2.17 2.61 -1.40 0.533
H -2.92 1.82 -1.34 0.285
H 2.57 -2.84 -5.10 0.144
O -1.65 2.81 -0.07 0.015
C -6.37 3.85 3.52 -1.328
C -0.34 -0.78 4.42 -1.380
H -2.80 0.99 1.89 -0.046
C 1.61 -1.76 -6.72 0.412
H 6.29 5.92 3.07 0.318
O 3.72 5.19 2.55 -0.193
C 1.64 -2.96 -7.64 -1.075
C -0.73 -4.79 -2.03 -0.356
C -1.26 -1.19 2.07 -1.331
H -0.83 -2.17 2.25 0.290
H -0.77 -4.05 0.00 0.287
C -9.15 1.69 3.00 0.592
H -9.03 4.37 3.46 0.343
O 0.33 -1.63 -6.06 -0.395
H -7.01 2.84 1.73 0.292
H -1.49 1.59 -3.17 0.405
O 2.10 1.01 2.45 0.154
O -2.06 -5.32 -2.02 -0.366
C -3.30 1.03 2.85 -1.193
H -3.64 3.92 -2.36 0.333
H 5.43 -7.02 -4.37 0.300
C 3.76 6.50 2.18 0.573
H 0.31 2.17 4.43 0.170
H 7.26 6.63 0.65 0.348
O 2.83 7.23 2.22 -0.546
H 2.30 -2.77 -8.48 0.360
O -3.27 4.31 -0.34 -0.386
H 4.31 -9.22 -5.48 0.346
H 3.54 -1.49 -5.73 0.305
H -0.66 3.11 -2.88 0.371
C 7.03 5.65 1.06 -1.336
H 0.00 -5.55 -1.77 0.271
S 6.03 0.19 3.73 -0.352
H -0.87 0.67 3.01 -1.607
C -0.82 -3.67 -1.03 0.591
O -2.38 4.02 1.70 -0.510
H 1.03 -2.68 -0.58 0.197
P 2.23 -0.51 2.08 0.314
C -1.08 2.23 -2.39 -1.284
H 6.77 4.99 0.23 0.317
H -0.52 -4.42 -3.04 0.280
H 7.92 5.25 1.54 0.345
O -2.18 -3.23 -1.24 -0.337
H 5.17 -2.37 3.22 0.091
H 0.86 3.85 1.98 0.936
C 4.41 -7.19 -4.74 0.609
H -0.49 2.82 2.32 -0.728
O -9.65 2.77 2.33 -0.323
H 5.23 3.75 2.66 0.279
O 1.60 -1.33 3.33 -0.306
C -8.73 3.85 2.54 -0.573
H -3.15 2.04 3.21 0.271
H -2.26 -1.32 1.70 0.726
O -4.07 -4.31 -1.85 -0.553
C -2.43 3.74 0.55 0.357
```

Values from the calculation:
HOMO energy: -9.49 eV
Frontier orbital gap: 9.566 eV
Spin multiplicity: 1


Density functional theory data (the ωB97M-V functional and the def2-TZVPD basis) for a molecular structure, C33H57CrN4OP2S at a distorted geometry.

The geometry in XYZ format:
```
99
Properties=species:S:1:pos:R:3:mulliken_charge:R:1
O -2.01 -1.92 1.82 -0.405
H -5.04 0.64 1.63 0.678
C 2.46 1.73 -3.79 -1.627
H 0.14 -2.88 3.10 0.142
C 3.44 -1.19 3.14 -1.739
C -3.90 1.35 -0.06 2.547
Cr -0.24 -0.03 0.24 -2.728
H -3.35 2.67 5.02 0.415
H -1.77 3.90 -0.94 0.260
C 4.21 2.59 -1.92 -1.517
H 3.18 1.90 -4.61 0.506
H -3.15 -0.42 -2.70 0.923
C 3.17 1.56 -2.43 2.472
H 3.82 3.58 -2.17 0.440
C -5.13 1.19 -0.97 -1.581
H -2.85 3.32 -3.85 0.511
H -0.79 -1.36 5.70 0.504
C -1.37 -1.45 -2.14 0.068
H 1.90 0.79 -4.01 0.225
H -6.04 1.28 -0.36 0.531
C 1.94 1.80 -1.46 -1.182
H -0.18 1.00 -2.88 -0.294
H 4.48 -0.21 -1.71 0.429
C -1.92 2.17 -2.30 2.247
H -0.24 -3.53 -4.60 0.437
H 2.85 -2.49 -1.12 0.583
H 3.56 -3.89 2.07 0.339
H -3.81 1.90 -3.40 0.339
P 1.60 -1.57 0.84 1.547
C 1.05 -3.46 2.91 -1.532
C -2.97 2.38 4.03 -0.778
H 2.75 -5.10 1.07 0.451
C -4.09 0.39 1.12 -1.945
C 1.84 -2.30 -0.77 -1.597
C 1.49 -3.38 1.45 1.872
H -2.35 -2.45 -3.70 0.574
H -0.53 -3.58 0.63 0.095
H 3.62 1.40 2.55 0.595
C 0.43 -4.10 0.60 -1.619
C -2.11 0.38 5.27 -0.634
H -4.16 -0.66 0.81 0.315
H 4.02 -0.01 -0.07 -0.438
H -5.16 0.21 -1.46 0.265
S -0.61 1.66 1.88 -0.414
C -1.33 -1.22 1.15 0.281
H -3.82 2.11 3.39 0.235
N -0.51 -0.21 3.90 0.412
H -4.68 3.00 1.11 0.534
C -2.59 -0.65 -1.78 -2.300
H 0.81 -4.51 3.12 0.553
H 2.53 1.45 1.14 -0.046
C -3.18 2.70 -3.00 -1.877
C -1.11 -0.53 5.10 -0.371
H 4.30 2.52 -0.80 0.187
H -3.29 0.49 1.86 0.076
H -2.85 0.49 6.06 0.466
H 3.81 -2.22 3.06 0.269
H 4.25 -0.61 3.61 0.558
H 3.39 -3.65 0.34 0.141
H -3.75 3.55 -0.29 0.293
C -0.20 -2.90 -3.70 -1.128
H 2.59 -1.16 3.84 0.149
H 4.60 -1.59 0.55 0.327
H 3.24 -0.67 -2.93 0.121
C 4.29 -0.58 0.83 -1.204
C -1.04 1.49 -3.35 -1.358
H 1.95 -3.12 -3.30 0.507
H 5.15 -0.05 1.27 0.513
H -3.25 -1.28 -1.18 0.715
C 3.89 0.16 -2.58 -1.443
H -2.91 2.89 1.13 0.204
P -2.25 0.92 -0.90 1.803
H 4.66 0.28 -3.37 0.563
H 5.22 2.44 -2.37 0.393
N -0.27 -1.31 -1.40 2.045
C -1.09 0.88 3.33 0.170
H 0.73 -4.21 -0.45 0.388
H 1.73 2.56 -3.75 0.276
C -1.16 3.37 -1.69 -1.427
H -3.78 3.36 -2.35 0.376
C -1.39 -2.32 -3.22 -0.923
H -0.21 3.07 -1.23 0.028
H 1.84 -3.18 3.62 0.263
H 0.30 -0.69 3.50 -0.298
H -2.44 3.23 3.57 0.318
H 0.28 -5.12 0.98 0.688
C 3.10 -0.56 1.79 2.452
H -0.65 2.24 -4.06 0.661
C -3.79 2.78 0.49 -1.762
N 1.18 1.17 -0.72 0.296
C 0.99 -2.63 -3.05 -1.326
C 2.75 0.91 2.06 -1.523
H -5.20 1.97 -1.74 0.320
C 0.88 -2.01 -1.77 0.236
N -2.06 1.26 4.20 0.153
H -1.61 0.75 -3.94 0.228
H 1.89 1.04 2.73 0.220
H -0.98 4.10 -2.50 0.586
C 2.87 -4.02 1.23 -1.301
```

Values from the calculation:
HOMO energy (spin up / spin down): -7.24 / -8.93 eV
Net charge: +1
Frontier orbital gap (spin up / spin down): 4.664 / 4.748 eV
Spin multiplicity: 5


Density functional theory data (the ωB97M-V functional and the def2-TZVPD basis) for 6 unconnected molecules or ions with the total composition C33H57I2N3O18S at a distorted geometry.

The geometry in XYZ format:
```
114
Properties=species:S:1:pos:R:3:mulliken_charge:R:1
C 1.41 3.59 0.91 0.319
H 5.80 -2.94 2.38 0.407
H 3.10 -7.10 -1.17 0.350
H 4.34 -4.33 8.80 0.297
H 2.71 8.45 -0.05 0.550
H -0.80 7.25 1.16 1.209
H 4.46 -4.62 7.07 0.304
C 3.72 -5.03 -1.37 -0.698
S -3.23 5.97 1.18 -0.245
C -2.02 4.74 0.58 2.153
O 3.49 -1.00 6.45 -0.357
C 0.38 3.27 -2.25 -1.441
C 4.73 -3.93 7.86 -0.172
C 1.22 7.12 0.59 0.040
N -0.03 5.02 3.31 -0.600
N 0.40 4.24 0.08 1.229
H -6.12 -3.78 0.32 0.305
C 1.07 2.21 1.43 -1.069
H 0.22 -1.94 0.11 0.350
H -4.95 3.67 -2.61 0.309
H 4.54 0.02 4.98 0.301
H 5.21 -1.17 0.68 0.387
C -7.90 1.27 -8.49 -0.640
C 0.77 4.40 -1.30 0.413
C -2.16 3.57 1.46 -0.953
O 3.98 -2.43 -0.42 -0.268
C 4.92 -3.03 1.75 -0.895
C -3.71 -1.44 0.98 0.802
H -5.14 -2.57 -1.65 0.243
O -7.96 1.84 -7.18 -0.339
H 0.76 -0.41 -0.63 0.051
C -0.25 5.12 2.17 -0.860
H 7.07 -9.20 -2.63 0.295
H 4.68 -5.17 -0.86 0.231
C 1.72 8.17 -0.40 -1.867
O 2.73 -1.01 0.80 -0.510
O 1.95 -2.07 -1.03 -0.308
C -5.10 -3.97 -0.03 -1.195
H 5.97 -2.56 -0.06 0.306
C 4.11 -2.18 6.45 0.770
C -0.27 6.71 0.39 -1.356
H -8.08 2.07 -9.19 0.225
O 5.53 -7.60 -1.42 -0.558
H -2.03 -0.14 2.42 0.199
I 1.48 8.05 2.53 0.139
C -3.87 4.45 -1.22 -0.916
H -3.26 -0.80 3.54 0.369
C -0.51 5.20 0.70 0.762
H 0.43 1.67 0.75 0.033
C -4.55 -2.77 -0.75 -0.036
C 5.09 -2.23 0.48 -0.401
C -6.44 0.29 -3.61 -0.831
H -5.11 -4.84 -0.68 0.388
H -6.90 0.85 -8.67 0.291
H -8.56 -0.04 -3.94 0.342
O -2.80 -2.19 1.20 -0.583
H -8.18 1.42 -3.04 0.308
I -1.17 7.40 -1.45 0.148
H -4.50 -4.21 0.85 0.305
H 3.01 -4.63 -0.66 0.261
C -7.85 0.78 -3.86 -0.334
H -1.83 4.68 -1.63 -0.137
H 0.04 -1.68 -1.63 0.252
H 4.06 -2.68 2.32 0.163
C 3.52 -0.32 5.19 -0.526
O 1.43 5.31 -1.73 -0.433
O -3.96 -0.31 1.65 -0.357
H 6.71 -4.71 8.19 0.354
C 2.88 -1.76 -0.12 0.696
O -4.01 3.73 -2.45 -0.544
H -0.19 3.72 -3.05 0.364
H -4.55 4.07 -0.47 0.495
H -0.30 2.59 -1.75 0.171
O 2.48 4.08 1.13 -0.515
H -8.65 0.50 -8.62 0.299
H 1.88 6.27 0.46 0.431
H 6.49 -3.04 8.74 0.295
H 2.87 0.55 5.29 0.221
H -6.39 -0.25 -2.66 0.207
H -5.74 1.13 -3.58 0.242
C 5.21 -7.42 -2.56 0.802
H 0.64 2.32 2.42 0.195
H 1.25 2.77 -2.63 0.469
C -3.07 -0.08 2.74 -0.578
N -2.34 2.65 2.14 -0.396
C -7.93 0.94 -6.19 0.779
O 5.91 -7.79 -3.64 -0.346
H -2.28 3.17 -0.85 0.403
H 2.01 1.70 1.56 0.577
C 7.17 -8.38 -3.33 -0.638
H 1.13 9.08 -0.36 0.493
C -2.41 4.24 -0.84 -0.630
O -4.64 -1.58 0.04 -0.334
H 1.84 7.76 -1.39 0.373
O -7.90 -0.25 -6.33 -0.549
H -4.05 5.50 -1.46 0.384
H -3.05 5.86 2.52 0.259
H -6.11 -0.38 -4.40 0.342
C 0.67 -1.48 -0.77 -0.466
O 4.07 -2.67 7.68 -0.382
H 7.85 -7.62 -2.93 0.292
H 6.65 -3.39 7.02 0.297
C 6.23 -3.76 7.96 -1.086
O -7.92 1.60 -5.04 -0.342
H 3.88 -4.30 -2.17 0.335
H -3.52 -2.93 -1.08 0.262
C 3.23 -6.34 -1.95 -0.515
O 4.63 -2.70 5.49 -0.535
O 4.09 -6.83 -2.98 -0.356
H -3.26 0.91 3.11 0.247
H 4.75 -4.08 1.52 0.252
H 3.16 -0.95 4.39 0.215
H 7.58 -8.76 -4.27 0.224
H 2.26 -6.19 -2.42 0.312
```

Values from the calculation:
HOMO energy: -9.32 eV
SMILES string: CC(=O)N(C(C)=O)[C@@](C#N)([C@H](I)[C@@H](C)I)[C@](S)(C#N)CCO.CCOC(=O)OC.CCOC(=O)OC.CCOC(=O)OC.CCOC(=O)OC.CCOC(=O)OC
Frontier orbital gap: 9.126 eV
Spin multiplicity: 1